Record 1
{
  "formula": "C4H8N2O",
  "method": "ωB97M-V with the def2-TZVPD basis set",
  "species": ["C", "C", "O", "C", "N", "C", "N", "H", "H", "H", "H", "H", "H", "H", "H"],
  "positions_angstrom": [[-0.3741, -0.3085, -1.9831], [-0.3683, 0.4736, -0.6997], [-1.3462, 1.1080, -0.3341], [-1.3358, -0.1009, 3.3487], [-1.5401, 0.5126, 2.3699], [0.9045, 0.4323, 0.1341], [1.3819, -0.9349, 0.2817], [-0.4447, -1.3742, -1.7396], [0.5658, -0.1799, -2.5280], [-1.2282, -0.0094, -2.5929], [1.6551, 1.0021, -0.4301], [-1.6341, 0.9734, 1.4657], [0.7276, 0.9708, 1.0739], [2.3534, -0.9393, 0.5723], [0.8564, -1.4034, 1.0145]],
  "forces_ev_per_angstrom": [[0.0, 0.0, 0.0], [-0.2, 0.1, 0.0], [0.4, -0.2, -0.1], [-0.2, 0.7, -1.0], [0.2, -0.6, 1.0], [0.0, 0.2, 0.0], [0.1, -0.1, 0.2], [0.0, 0.1, 0.0], [-0.1, 0.0, 0.1], [0.1, 0.0, 0.1], [-0.1, -0.1, 0.0], [0.0, 0.0, 0.0], [0.0, -0.1, -0.1], [-0.1, 0.0, -0.1], [0.1, 0.0, -0.1]],
  "lowdin_charge": [-0.015, -0.418, 0.031, -0.092, 0.034, -0.226, 0.015, 0.091, 0.089, 0.087, 0.130, 0.024, 0.101, 0.074, 0.075],
  "multiplicity": 1,
  "lumo_energy_ev": 0.589,
  "de_lowest_ev": 2.230,
  "orbital_gap_ev": 10.636
}



Record 2
{
  "formula": "C32H57EuN4OP2",
  "method": "ωB97M-V with the def2-TZVPD basis set",
  "species": ["C", "C", "C", "C", "C", "H", "H", "H", "N", "P", "P", "C", "H", "H", "C", "H", "C", "C", "C", "C", "C", "H", "H", "H", "C", "H", "H", "H", "C", "H", "H", "H", "C", "H", "H", "H", "C", "H", "H", "H", "C", "H", "H", "H", "C", "H", "H", "H", "C", "H", "H", "H", "C", "H", "H", "H", "C", "H", "H", "H", "C", "H", "H", "H", "C", "H", "H", "H", "Eu", "C", "O", "N", "C", "C", "C", "C", "C", "H", "H", "H", "H", "H", "H", "H", "H", "H", "C", "N", "C", "C", "N", "H", "H", "H", "H", "H", "H"],
  "positions_angstrom": [[-2.3211, -1.7675, 0.9588], [-1.0068, -2.5230, -0.8435], [-2.9622, -3.0021, 1.0306], [-1.8292, -3.6712, -0.9715], [-2.7489, -3.9569, 0.0322], [-3.6952, -3.1460, 1.8312], [-1.5914, -4.3837, -1.7363], [-3.2911, -4.8944, 0.0316], [-1.3399, -1.5272, 0.0510], [-2.2473, 1.0461, 1.2980], [1.6606, -1.6729, -1.0871], [-2.7388, -0.6411, 1.9267], [-3.8322, -0.6777, 2.0922], [-2.2424, -0.8199, 2.8931], [0.1893, -2.3340, -1.6810], [0.2554, -3.0641, -2.5298], [2.7653, -1.1018, -2.6074], [2.3309, -3.2220, -0.3246], [-3.6447, 1.4889, 0.0636], [-2.1766, 2.0918, 2.8515], [2.5945, 0.4236, -2.8044], [2.8982, 0.9846, -1.9036], [3.2608, 0.7356, -3.6250], [1.5747, 0.7095, -3.0834], [4.2534, -1.3556, -2.3247], [4.5825, -0.8597, -1.3957], [4.5209, -2.4174, -2.2869], [4.8415, -0.9125, -3.1471], [2.3260, -1.8374, -3.8788], [3.0354, -1.5821, -4.6792], [2.3652, -2.9293, -3.7620], [1.3107, -1.5281, -4.1795], [3.5866, -2.8571, 0.4768], [3.3946, -2.0387, 1.1757], [3.8823, -3.7356, 1.0573], [4.4331, -2.5824, -0.1546], [1.2876, -3.7774, 0.6423], [0.9159, -3.0148, 1.3316], [0.4347, -4.2296, 0.1276], [1.7614, -4.5642, 1.2416], [2.6219, -4.2732, -1.4023], [1.7517, -4.5068, -2.0183], [3.4541, -4.0056, -2.0549], [2.9068, -5.1956, -0.8889], [-1.9184, 3.5426, 2.4301], [-1.8585, 4.1677, 3.3294], [-0.9675, 3.6476, 1.8840], [-2.7121, 3.9568, 1.7946], [-0.9729, 1.6022, 3.6861], [-1.1015, 0.5723, 4.0392], [-0.0321, 1.6642, 3.1266], [-0.8821, 2.2506, 4.5684], [-3.4465, 1.9719, 3.6924], [-3.7049, 0.9271, 3.9127], [-3.2701, 2.4734, 4.6541], [-4.3144, 2.4546, 3.2326], [-4.1466, 0.2465, -0.6941], [-4.6595, -0.4650, -0.0304], [-4.8776, 0.5660, -1.4612], [-3.3307, -0.2825, -1.2131], [-3.0387, 2.4737, -0.9646], [-2.3162, 1.9812, -1.6450], [-3.8488, 2.8794, -1.5891], [-2.5289, 3.3227, -0.4887], [-4.8358, 2.1311, 0.7699], [-5.2739, 1.4695, 1.5306], [-4.5951, 3.1036, 1.2268], [-5.6285, 2.3239, 0.0225], [0.1210, 0.7593, -0.3603], [1.0844, -0.5209, 1.6463], [1.4712, -0.8152, 2.6891], [-0.6431, 0.3369, -2.6614], [-0.8118, -0.7088, -3.2000], [-1.5946, -1.4234, -4.3000], [-1.1621, -2.8537, -4.6276], [-3.0563, -1.4288, -3.8502], [-1.3190, -0.4486, -5.4854], [-0.0936, -2.9263, -4.8506], [-1.4216, -3.5438, -3.8148], [-1.7229, -3.1509, -5.5265], [-3.3445, -0.4127, -3.5409], [-3.6786, -1.7570, -4.6962], [-3.1800, -2.1074, -2.9930], [-1.8051, -0.8306, -6.3680], [-1.6947, 0.5217, -5.1679], [-0.2254, -0.3850, -5.6187], [2.6162, 3.0574, 4.1271], [2.9159, 3.2508, 2.7040], [4.1414, 3.9729, 2.3345], [2.2007, 2.7151, 1.7867], [1.5284, 2.2489, 0.9116], [3.3450, 3.6209, 4.7061], [2.6864, 1.9994, 4.4133], [1.6133, 3.4283, 4.3730], [4.8761, 3.2960, 1.8900], [3.9171, 4.7602, 1.6114], [4.5581, 4.4127, 3.2372]],
  "forces_ev_per_angstrom": [[0.2, -0.3, -0.3], [1.2, 1.1, -1.0], [-0.5, 0.7, 0.6], [-0.3, 0.0, 1.2], [0.7, 0.6, -0.8], [0.2, -0.1, -0.4], [0.0, -0.3, -0.2], [0.0, 0.0, 0.0], [-0.2, -0.2, 0.4], [-0.1, -0.7, -0.1], [0.9, 0.7, -0.2], [0.1, -0.2, -0.4], [0.5, -0.1, 0.0], [-0.2, 0.1, -0.2], [-3.1, -1.3, -1.5], [0.1, 0.5, 1.1], [-0.6, -0.5, 0.6], [0.9, 0.3, -0.3], [0.2, 0.3, 0.3], [-0.4, -0.1, -0.3], [0.1, -0.2, 0.0], [0.0, -0.2, -0.2], [-0.2, 0.0, 0.2], [0.2, -0.1, 0.0], [0.2, 0.3, -0.1], [-0.1, -0.2, -0.3], [-0.1, 0.3, 0.1], [-0.2, -0.1, 0.2], [0.2, 0.1, -0.1], [-0.2, 0.0, 0.0], [-0.1, 0.3, 0.0], [0.5, -0.2, 0.1], [0.2, -0.5, 0.0], [0.0, -0.1, 0.0], [0.1, 0.1, 0.1], [-0.2, 0.0, 0.1], [-0.1, -0.3, 0.1], [-0.1, -0.1, 0.0], [0.2, 0.1, 0.1], [0.0, 0.1, 0.0], [0.3, -0.3, 0.4], [0.0, 0.1, 0.1], [-0.1, 0.0, 0.1], [0.0, -0.1, -0.1], [0.0, 0.2, 0.0], [0.0, 0.0, -0.1], [-0.2, -0.1, 0.1], [0.1, -0.1, 0.2], [-0.1, 0.0, -0.1], [0.0, 0.2, 0.0], [-0.2, 0.0, 0.0], [0.0, -0.1, -0.1], [-0.1, 0.2, 0.5], [0.1, 0.2, -0.1], [-0.1, -0.1, -0.1], [0.3, -0.1, 0.1], [0.2, -0.2, -0.1], [0.2, 0.2, -0.2], [0.3, 0.0, 0.3], [-0.3, 0.2, 0.2], [0.1, 0.0, 0.0], [-0.3, 0.1, 0.3], [0.2, -0.1, 0.1], [-0.2, -0.1, 0.0], [-0.6, 0.3, -0.2], [0.2, 0.2, -0.2], [-0.1, -0.4, -0.1], [0.3, -0.1, 0.3], [-0.4, -0.8, -1.0], [0.6, -0.5, 3.4], [-0.7, 0.4, -2.4], [-0.5, -1.8, -1.6], [-0.6, 1.9, 1.3], [1.0, 0.2, 0.3], [-0.1, 0.1, -0.2], [0.0, 0.3, 0.0], [0.3, -0.5, 1.0], [-0.2, 0.0, 0.0], [0.1, 0.2, -0.3], [0.2, 0.0, 0.2], [-0.1, -0.4, -0.2], [0.1, 0.1, 0.3], [-0.1, 0.2, -0.3], [-0.1, 0.1, -0.4], [0.0, 0.1, -0.4], [-0.5, 0.0, -0.3], [-0.4, -0.4, 0.4], [0.9, 0.6, 1.0], [0.2, 0.0, -0.5], [-2.7, -1.7, -3.4], [2.7, 2.1, 3.2], [-0.1, -0.1, -0.1], [0.0, 0.2, -0.1], [0.2, -0.1, -0.1], [-0.1, 0.0, 0.1], [0.0, 0.0, 0.1], [0.0, 0.0, -0.1]],
  "lowdin_charge": [-0.352, -0.369, -0.060, -0.062, -0.050, 0.113, 0.100, 0.111, 0.019, 1.033, 0.987, -0.262, 0.089, 0.084, -0.382, 0.060, -0.641, -0.696, -0.680, -0.715, -0.132, 0.062, 0.091, 0.030, -0.107, 0.083, 0.064, 0.092, -0.087, 0.096, 0.076, 0.045, -0.097, 0.058, 0.088, 0.055, -0.084, 0.055, 0.075, 0.097, -0.079, 0.074, 0.061, 0.092, -0.099, 0.092, 0.067, 0.067, -0.109, 0.077, 0.028, 0.091, -0.089, 0.081, 0.092, 0.063, -0.090, 0.086, 0.101, 0.053, -0.115, 0.037, 0.094, 0.066, -0.103, 0.084, 0.071, 0.096, 1.216, -0.164, 0.076, 0.007, -0.201, -0.552, -0.043, -0.034, -0.025, 0.074, 0.069, 0.100, 0.080, 0.102, 0.083, 0.086, 0.085, 0.091, -0.006, -0.173, -0.004, -0.252, 0.032, 0.090, 0.101, 0.092, 0.100, 0.100, 0.090],
  "multiplicity": 8,
  "total_charge": 1,
  "s2": 15.760,
  "lumo_energy_ev": [-2.027, -1.997],
  "de_lowest_ev": 0.129,
  "orbital_gap_ev": [6.441, 6.488]
}



Record 3
{
  "formula": "CH6S4",
  "method": "ωB97M-V with the def2-TZVPD basis set",
  "species": ["C", "S", "S", "H", "H", "H", "H", "S", "S", "H", "H"],
  "positions_angstrom": [[0.6146, 0.1847, 1.7403], [-0.0749, -1.4550, 1.4577], [0.2678, -1.8938, -0.5222], [1.5876, 0.1169, 2.2463], [-0.0608, 0.6863, 2.4385], [0.7517, 0.6663, 0.7739], [1.1119, -1.0043, -1.0399], [-1.9869, 1.0325, -1.3713], [-0.3164, 0.4540, -2.6798], [-2.2309, -0.2696, -0.9950], [0.3363, 1.4821, -2.0485]],
  "forces_ev_per_angstrom": [[0.5, -0.1, 0.3], [0.1, -0.1, 0.7], [-0.4, -1.1, -0.6], [-0.2, -0.1, -0.3], [0.0, 0.2, -0.5], [-0.3, 0.4, 0.3], [0.3, 0.3, 0.6], [0.7, -1.6, -0.8], [-1.0, 2.0, 1.1], [0.2, 0.8, 0.0], [0.2, -0.7, -0.7]],
  "lowdin_charge": [-0.477, 0.351, 0.229, 0.033, 0.032, 0.009, -0.228, 0.239, 0.215, -0.206, -0.196],
  "smiles": "CSS.SS",
  "multiplicity": 1,
  "lumo_energy_ev": -0.292,
  "de_lowest_ev": 1.071,
  "orbital_gap_ev": 7.629
}



Record 4
{
  "formula": "CH7N2O2P",
  "method": "ωB97M-V with the def2-TZVPD basis set",
  "species": ["C", "N", "N", "O", "O", "P", "H", "H", "H", "H", "H", "H", "H"],
  "positions_angstrom": [[1.4488, -1.5865, -0.1368], [-1.5831, 0.7828, -1.1395], [-0.9184, 0.6718, 1.3071], [1.1006, 2.3750, -0.1703], [0.3185, -0.8598, -0.5908], [-0.1956, 0.6329, -0.1925], [1.1220, -2.2519, 0.7361], [2.1964, -0.9010, 0.2978], [1.6469, -2.4642, -0.8148], [-1.5701, 0.7071, -2.1760], [-2.2386, 1.4103, -0.7276], [-0.5830, 1.5252, 1.7005], [-0.7445, -0.0418, 1.9068]],
  "forces_ev_per_angstrom": [[-0.8, -1.9, 2.3], [1.6, -1.2, -1.0], [-0.1, 2.1, -2.2], [-3.5, -5.2, -0.1], [-1.0, 1.3, -0.2], [2.4, 3.7, -1.1], [0.1, 1.2, -0.5], [0.3, -0.6, -1.0], [0.6, 1.9, -0.2], [0.1, 0.4, 1.4], [-0.4, 0.4, 0.0], [0.2, 0.8, 0.6], [0.4, -2.8, 2.1]],
  "lowdin_charge": [-0.126, -0.093, -0.063, -0.596, -0.333, 0.753, 0.092, 0.094, 0.104, 0.081, 0.038, 0.039, 0.011],
  "multiplicity": 1,
  "lumo_energy_ev": [0.370, 0.369],
  "de_lowest_ev": 4.435,
  "orbital_gap_ev": [9.025, 9.025]
}



Record 5
{
  "formula": "C4H12",
  "method": "ωB97M-V with the def2-TZVPD basis set",
  "species": ["C", "C", "H", "H", "H", "H", "H", "H", "C", "C", "H", "H", "H", "H", "H", "H"],
  "positions_angstrom": [[-0.6512, 2.1072, 0.3851], [-0.2235, 1.0311, 1.3931], [-1.6453, 1.9205, -0.0202], [-0.6248, 3.1288, 0.7632], [0.0058, 2.0808, -0.4924], [-0.2950, 1.4109, 2.4093], [0.7459, 0.5899, 1.1657], [-0.8693, 0.1753, 1.2596], [-0.2132, -1.8542, -0.6450], [1.1268, -1.2059, -1.0285], [-0.5826, -2.6554, -1.2917], [-0.1139, -2.4149, 0.2857], [-1.0332, -1.1510, -0.6610], [1.4029, -1.6167, -2.0060], [1.9662, -1.4148, -0.3704], [1.0044, -0.1317, -1.1467]],
  "forces_ev_per_angstrom": [[0.4, -0.1, -0.7], [-0.4, 0.0, -0.5], [-0.1, 0.1, 0.2], [0.0, -0.1, 0.1], [0.0, 0.1, 0.1], [0.2, -0.3, 0.1], [0.3, 0.5, 0.3], [-0.4, -0.2, 0.4], [0.1, -0.9, 0.2], [-0.4, -0.5, -1.1], [0.5, 0.2, -0.6], [-0.3, 0.6, 0.4], [-0.1, 0.3, 0.6], [0.2, 0.3, 0.0], [-0.2, 0.0, 0.3], [0.2, 0.0, 0.1]],
  "lowdin_charge": [-0.164, -0.162, 0.059, 0.058, 0.053, 0.063, 0.051, 0.040, -0.173, -0.160, 0.058, 0.064, 0.048, 0.061, 0.062, 0.043],
  "smiles": "CC.CC",
  "multiplicity": 1,
  "lumo_energy_ev": 1.199,
  "de_lowest_ev": 0.404,
  "orbital_gap_ev": 12.570
}



Please write out number 3 again, unchanged.
{
  "formula": "CH6S4",
  "method": "ωB97M-V with the def2-TZVPD basis set",
  "species": ["C", "S", "S", "H", "H", "H", "H", "S", "S", "H", "H"],
  "positions_angstrom": [[0.6146, 0.1847, 1.7403], [-0.0749, -1.4550, 1.4577], [0.2678, -1.8938, -0.5222], [1.5876, 0.1169, 2.2463], [-0.0608, 0.6863, 2.4385], [0.7517, 0.6663, 0.7739], [1.1119, -1.0043, -1.0399], [-1.9869, 1.0325, -1.3713], [-0.3164, 0.4540, -2.6798], [-2.2309, -0.2696, -0.9950], [0.3363, 1.4821, -2.0485]],
  "forces_ev_per_angstrom": [[0.5, -0.1, 0.3], [0.1, -0.1, 0.7], [-0.4, -1.1, -0.6], [-0.2, -0.1, -0.3], [0.0, 0.2, -0.5], [-0.3, 0.4, 0.3], [0.3, 0.3, 0.6], [0.7, -1.6, -0.8], [-1.0, 2.0, 1.1], [0.2, 0.8, 0.0], [0.2, -0.7, -0.7]],
  "lowdin_charge": [-0.477, 0.351, 0.229, 0.033, 0.032, 0.009, -0.228, 0.239, 0.215, -0.206, -0.196],
  "smiles": "CSS.SS",
  "multiplicity": 1,
  "lumo_energy_ev": -0.292,
  "de_lowest_ev": 1.071,
  "orbital_gap_ev": 7.629
}